Entry 1:
The following is a quantum chemistry calculation of 2 unconnected molecules or ions with the total composition C3H4N2OS in a non-equilibrium geometry, from the OMol25 dataset.

Geometry as XYZ:
```
11
Properties=species:S:1:pos:R:3:nbo_charge:R:1
C 2.997 -0.079 -0.017 -0.3145
S -3.510 0.347 0.216 1.4392
C 1.699 -0.069 -0.048 -0.2047
H 3.684 0.375 0.623 0.2064
H -4.240 -1.638 -0.568 0.4162
H -1.450 -0.633 -0.139 0.3557
H 3.490 -0.989 -0.583 0.1972
N -3.884 -1.077 0.332 -0.9884
C 0.502 -0.459 -0.421 0.3750
N -0.661 -0.821 -0.746 -0.6263
O -3.881 1.034 -1.062 -0.8559
```

Output
- DFT total energy (eV) = -19034.00093
- energy above the lowest of the compared OMol25 structures with the same formula, charge and spin (kJ/mol) = 487.0
- spin multiplicity = 1
- HOMO (hartree) = -0.3241
- max |F| (eV/A) = 4.3
- total charge = 0

***

Entry 2:
The following is a quantum chemistry calculation of C3H4N2OS in the gas phase in a non-equilibrium geometry, from the OMol25 dataset.

Geometry as XYZ:
```
11
Properties=species:S:1:pos:R:3:nbo_charge:R:1
N 1.702 -0.993 0.097 -0.5956
N 0.668 -0.384 -0.353 0.0334
C 0.442 0.907 -0.102 0.0353
H -1.461 2.102 0.075 0.2491
C -1.590 -0.080 -0.162 0.0696
C -0.920 1.139 -0.014 -0.3691
H 1.190 1.647 -0.096 0.2313
O -0.595 -1.042 -0.212 -0.3442
H 1.596 -0.969 1.143 0.3521
S -3.024 -0.601 -0.016 -0.0345
H 1.994 -1.727 -0.360 0.3726
```

Output
- DFT total energy (eV) = -19034.95763
- energy above the lowest of the compared OMol25 structures with the same formula, charge and spin (kJ/mol) = 394.7
- spin multiplicity = 1
- HOMO (hartree) = -0.3011
- max |F| (eV/A) = 7.6
- SMILES = Nn1ccc(=S)o1
- total charge = 0